(1)
This record from the Open Molecules 2025 dataset describes a molecular structure, CAgF3O2S in a non-equilibrium geometry. The level of theory is the ωB97M-V functional and the def2-TZVPD basis.

```
8
Properties=species:S:1:pos:R:3:forces:R:3
O 1.887058 1.419158 -0.490925 -4.793 2.875 -2.412
Ag 2.890500 -0.170751 -0.069230 4.682 -0.991 2.536
S 0.279035 -0.425570 -1.692289 1.939 -0.651 1.367
O 1.455900 -1.171441 -0.944277 -4.862 -1.360 -3.130
C 0.694573 1.376013 -1.129316 4.146 0.766 2.321
F -2.202665 1.346162 -2.633020 -0.040 -0.019 -0.024
F -0.303131 1.791782 -0.295705 -0.270 -0.176 -0.821
F 0.724270 2.169249 -2.237990 -0.801 -0.444 0.163
```
Positions in Å, forces in eV/Å.

Multiplicity = 3
HOMO energy (spin up / spin down) = -9.4284 / -9.3518 eV
Frontier orbital gap (spin up / spin down) = 8.560 / 4.967 eV
ΔE to the lowest compared entry with this formula, charge and spin = 0.000 eV
Electronic energy = -28112.4463 eV

(2)
This record from the Open Molecules 2025 dataset describes a molecular structure, CBiF3O2S in a non-equilibrium geometry. The level of theory is the ωB97M-V functional and the def2-TZVPD basis.

```
8
Properties=species:S:1:pos:R:3:forces:R:3
O 2.913073 0.050312 1.099629 -1.588 -1.675 -0.149
Bi 1.960228 -1.641567 1.189477 7.081 0.486 1.919
S -0.538015 -1.095907 -0.704609 0.242 -0.728 1.096
O 0.086480 -1.402240 0.752882 -5.762 1.453 -3.358
C -0.947152 0.668361 -0.591513 -3.279 3.675 -0.490
F -2.222507 0.911475 -1.157966 2.187 -1.556 0.759
F -1.090749 1.004304 0.695505 0.979 -0.291 -0.965
F -0.161357 1.505259 -1.283407 0.141 -1.363 1.188
```
Positions in Å, forces in eV/Å.

Multiplicity = 2
HOMO energy (spin up / spin down) = -16.0743 / -14.4801 eV
Frontier orbital gap (spin up / spin down) = 9.131 / 4.889 eV
Total charge = +1
ΔE to the lowest compared entry with this formula, charge and spin = 0.000 eV
Electronic energy = -29946.7676 eV

(3)
This record from the Open Molecules 2025 dataset describes a molecular structure, CBr2F2 in a non-equilibrium geometry. The level of theory is the ωB97M-V functional and the def2-TZVPD basis.

```
5
Properties=species:S:1:pos:R:3:forces:R:3
C -0.047240 0.084085 -0.097807 1.184 0.834 4.108
F 0.022108 0.675036 1.372195 -0.686 -1.271 -3.625
F -0.169485 1.103015 -0.885905 -0.163 0.314 -0.198
Br 1.680839 -0.736869 -0.201890 -0.162 0.024 -0.325
Br -1.486222 -1.125266 -0.186593 -0.173 0.100 0.041
```
Positions in Å, forces in eV/Å.

Multiplicity = 1
HOMO energy = -11.0855 eV
Frontier orbital gap = 11.100 eV
ΔE to the lowest compared entry with this formula, charge and spin = 0.321 eV
Electronic energy = -146555.8996 eV

(4)
This record from the Open Molecules 2025 dataset describes a molecular structure, CBr3NO2 in a non-equilibrium geometry. The level of theory is the ωB97M-V functional and the def2-TZVPD basis.

```
7
Properties=species:S:1:pos:R:3:forces:R:3
C 0.673631 0.053993 -0.020140 -0.820 -0.803 -0.262
N -1.180311 0.036013 -0.022880 3.698 -0.683 0.083
O -1.674727 0.701981 0.825704 -0.627 -0.104 -0.619
O -1.552613 -0.771720 -0.807815 -1.269 0.408 -0.065
Br 1.382514 1.241497 -1.405802 -0.647 -0.777 0.687
Br 1.099311 0.614794 1.717055 0.280 0.201 0.170
Br 1.252192 -1.876555 -0.286124 -0.615 1.757 0.005
```
Positions in Å, forces in eV/Å.

Multiplicity = 1
HOMO energy = -10.5743 eV
Frontier orbital gap = 9.710 eV
ΔE to the lowest compared entry with this formula, charge and spin = 0.540 eV
Electronic energy = -216745.0098 eV

(5)
This record from the Open Molecules 2025 dataset describes a molecular structure, CBrClI2 in a non-equilibrium geometry. The level of theory is the ωB97M-V functional and the def2-TZVPD basis.

```
5
Properties=species:S:1:pos:R:3:forces:R:3
C -0.195612 -0.167592 -0.093103 -0.752 -1.320 -0.167
Cl 1.116039 0.551145 0.491542 -0.580 1.020 1.269
Br -1.217061 0.504275 -1.449051 -0.438 1.110 -0.786
I 3.479464 0.364569 -0.418054 1.616 -0.114 -0.737
I -0.266422 -2.215989 -0.096637 0.154 -0.697 0.421
```
Positions in Å, forces in eV/Å.

Multiplicity = 1
HOMO energy (spin up / spin down) = -8.8991 / -8.6284 eV
Frontier orbital gap (spin up / spin down) = 7.466 / 6.826 eV
ΔE to the lowest compared entry with this formula, charge and spin = 1.786 eV
Electronic energy = -99800.1840 eV

(6)
This record from the Open Molecules 2025 dataset describes 2 unconnected molecules or ions with the total composition CBrClNO2P in a non-equilibrium geometry. The level of theory is the ωB97M-V functional and the def2-TZVPD basis.

```
7
Properties=species:S:1:pos:R:3:forces:R:3
C 2.058117 0.118686 -0.410251 3.442 -1.173 0.159
N 3.179932 -0.201204 -0.291073 -0.198 -0.043 0.733
O -1.081071 -0.060385 1.868709 0.650 -0.179 0.617
O 0.998907 0.485057 -0.842913 -5.495 0.854 0.186
P -1.138887 -0.038566 0.428361 0.902 -0.026 -1.411
Cl -1.511282 -1.775671 -0.496940 0.289 0.698 0.138
Br -2.505715 1.472085 -0.255892 0.411 -0.132 -0.422
```
Positions in Å, forces in eV/Å.

Multiplicity = 1
HOMO energy (spin up / spin down) = -9.7960 / -9.7982 eV
Frontier orbital gap (spin up / spin down) = 6.070 / 6.073 eV
ΔE to the lowest compared entry with this formula, charge and spin = 2.864 eV
Electronic energy = -98474.2607 eV

(7)
This record from the Open Molecules 2025 dataset describes a molecular structure, CBrF2O2S in a non-equilibrium geometry. The level of theory is the ωB97M-V functional and the def2-TZVPD basis.

```
7
Properties=species:S:1:pos:R:3:forces:R:3
C 0.373478 -0.242409 0.576983 0.158 0.417 1.014
O -0.607366 1.157455 -1.667632 0.177 -0.324 0.147
O -1.431477 -1.105736 -1.180627 0.159 -0.029 0.132
F 1.502156 -0.944149 0.708237 -0.491 0.579 0.099
F -0.481855 -0.735370 1.458385 0.558 0.420 -0.280
S -0.269560 -0.232615 -1.377689 -0.313 0.416 -0.651
Br 0.914623 2.102825 1.482342 -0.247 -1.479 -0.461
```
Positions in Å, forces in eV/Å.

Multiplicity = 1
HOMO energy (spin up / spin down) = -4.7721 / -4.7716 eV
Frontier orbital gap (spin up / spin down) = 7.792 / 7.791 eV
Total charge = -1
ΔE to the lowest compared entry with this formula, charge and spin = 0.000 eV
Electronic energy = -91445.1575 eV

(8)
This record from the Open Molecules 2025 dataset describes a molecular structure, CBrF3O3S in a non-equilibrium geometry. The level of theory is the ωB97M-V functional and the def2-TZVPD basis.

```
9
Properties=species:S:1:pos:R:3:forces:R:3
C -1.194180 0.222539 0.150914 -0.125 2.271 0.408
O 1.248825 0.135179 0.659791 -1.150 -0.695 -1.181
O 0.019420 -1.943897 -0.455757 0.460 -1.880 0.098
O 3.418560 0.092701 -1.070478 0.853 0.775 -4.245
F -1.683470 -0.429824 1.219435 0.415 -0.117 -1.502
F -2.136091 0.478905 -0.779399 0.120 -1.454 0.199
F -0.872906 1.453092 0.568715 0.366 0.152 0.385
S 0.362733 -0.577281 -0.655424 -1.140 1.889 1.271
Br 3.021580 -0.123329 0.425739 0.200 -0.941 4.567
```
Positions in Å, forces in eV/Å.

Multiplicity = 1
HOMO energy = -9.9110 eV
Frontier orbital gap = 9.170 eV
ΔE to the lowest compared entry with this formula, charge and spin = 1.438 eV
Electronic energy = -96203.5198 eV

(9)
This record from the Open Molecules 2025 dataset describes a molecular structure, CBrIN4 in a non-equilibrium geometry. The level of theory is the ωB97M-V functional and the def2-TZVPD basis.

```
7
Properties=species:S:1:pos:R:3:forces:R:3
C -1.757131 -1.290209 0.497594 -0.380 0.688 -0.018
N -0.937107 -2.080260 0.588777 0.664 -0.876 0.026
N -0.615231 1.569144 0.553008 -0.479 1.094 -1.187
N 0.182905 1.034563 1.120746 -0.250 0.043 0.566
N 1.197441 0.788236 1.705905 2.836 -0.873 1.378
Br 1.409090 -0.704878 2.874349 -0.611 0.497 -0.628
I -2.972253 0.259062 0.408597 -1.780 -0.573 -0.136
```
Positions in Å, forces in eV/Å.

Multiplicity = 1
HOMO energy = -9.7947 eV
Frontier orbital gap = 8.815 eV
ΔE to the lowest compared entry with this formula, charge and spin = 1.955 eV
Electronic energy = -85135.9121 eV

(10)
This record from the Open Molecules 2025 dataset describes a molecular structure, CBrN5O2 in a non-equilibrium geometry. The level of theory is the ωB97M-V functional and the def2-TZVPD basis.

```
9
Properties=species:S:1:pos:R:3:forces:R:3
C 0.840179 0.430221 0.065270 0.855 -0.867 -2.129
N 0.096576 0.804268 1.067441 -0.604 1.493 3.497
N 0.095603 0.655907 -1.117966 2.557 -0.484 -1.679
N -1.028369 1.160406 0.611197 -0.205 0.003 1.917
N -0.995695 1.047144 -0.739567 -2.391 0.827 -1.493
N 0.211613 -1.402251 -0.007603 -0.261 3.751 0.133
O 1.122348 -1.978374 -0.391046 0.683 -2.949 -0.417
O -0.911954 -1.380270 0.259310 -0.840 -2.166 0.057
Br 2.676015 0.307864 0.048509 0.206 0.394 0.116
```
Positions in Å, forces in eV/Å.

Multiplicity = 1
HOMO energy (spin up / spin down) = -10.8083 / -10.8083 eV
Frontier orbital gap (spin up / spin down) = 8.662 / 8.662 eV
ΔE to the lowest compared entry with this formula, charge and spin = 1.636 eV
Electronic energy = -82617.2903 eV